Below is one molecule with the formula C8H8N2O at a distorted geometry, with properties calculated with ωB97M-V/def2-TZVPD.

The geometry in XYZ format:
```
19
Properties=species:S:1:pos:R:3:forces:R:3
C 1.088 2.588 0.081 0.09 -0.34 2.97
C 0.689 1.340 0.385 0.48 0.06 -1.84
C -0.030 0.421 -0.640 -0.19 2.34 1.69
O 0.797 -0.677 -0.962 -0.36 2.28 -0.73
C 0.682 -1.555 0.094 -0.48 -3.43 -1.55
C -0.858 -1.634 0.343 1.18 -2.21 -2.55
C -1.341 -0.252 0.076 1.90 1.68 1.24
C -1.766 0.412 1.355 0.69 -0.52 -1.83
N -2.267 0.908 2.248 -0.31 0.52 1.22
C -2.449 -0.113 -0.773 -3.56 0.45 -2.53
N -3.391 0.088 -1.428 1.70 -0.47 0.98
H 1.539 3.298 0.833 -0.12 -1.32 -0.64
H 0.903 3.105 -0.804 -0.73 0.33 -1.66
H 1.061 0.776 1.222 -0.11 0.44 0.77
H -0.374 1.145 -1.422 0.56 -1.46 -0.20
H 1.268 -1.468 0.979 0.46 1.29 0.88
H 1.153 -2.472 -0.368 -1.01 0.29 0.72
H -1.294 -2.355 -0.446 0.54 1.00 1.57
H -1.026 -1.909 1.332 -0.74 -0.91 1.50
```
Positions in Å, forces in eV/Å.

SMILES: C=C[C@H]1OCCC1(C#N)C#N
LUMO level in eV: 0.59
Maximum force in hartree/bohr: 0.0854
HOMO level in eV: -10.37

Below is a 2-piece molecular cluster, C8H8N3O2 overall at a distorted geometry, with properties calculated with ωB97M-V/def2-TZVPD.

The geometry in XYZ format:
```
21
Properties=species:S:1:pos:R:3:forces:R:3
C -2.698 -0.778 -0.299 -1.19 -0.37 -1.26
C -1.839 -1.455 0.600 0.17 1.40 1.26
C -2.456 0.488 -0.691 0.45 -1.10 0.40
C -0.690 -0.801 0.983 1.32 -1.35 0.17
C -1.267 1.143 -0.392 1.00 -1.18 1.41
C -0.285 0.438 0.390 -3.60 -0.48 -0.14
C -0.615 2.274 -0.658 -0.25 4.04 -2.48
C 2.354 -0.657 -0.069 1.13 -0.37 1.14
N 3.142 -0.592 0.767 2.37 1.31 0.84
N 0.799 1.089 0.486 2.69 1.06 1.12
N 1.560 -1.002 -1.013 0.06 -0.34 -1.98
O 4.251 -0.448 1.545 -0.44 1.57 -0.05
O 0.636 2.265 -0.212 -0.84 -0.48 0.32
H -3.567 -1.285 -0.783 0.66 0.38 0.96
H -2.305 -2.250 1.184 0.85 -0.40 -0.41
H -3.115 0.932 -1.317 -2.09 1.41 -1.87
H 0.074 -1.237 1.635 -0.68 -0.14 0.26
H -0.909 3.231 -1.225 0.53 -1.79 1.00
H 4.542 0.558 1.816 -1.99 -2.76 -1.34
H 1.786 -0.666 -1.964 -0.26 -0.45 0.78
H 0.599 -1.246 -0.783 0.11 0.04 -0.11
```
Positions in Å, forces in eV/Å.

Total charge: +1
LUMO level in eV: -3.83
Maximum force in hartree/bohr: 0.0923
HOMO level in eV: -12.22

Below is C8H8N3OP3 as an isolated structure at a distorted geometry, with properties calculated with ωB97M-V/def2-TZVPD.

The geometry in XYZ format:
```
23
Properties=species:S:1:pos:R:3:forces:R:3
C -2.701 1.987 -0.229 1.46 2.00 0.55
C -1.361 2.479 0.070 -4.11 -1.85 -1.19
C -3.002 0.667 -0.338 0.22 -0.33 0.68
C -0.415 1.558 0.202 3.75 -0.30 0.94
C -1.980 -0.207 0.048 -1.29 -0.44 -0.64
C -0.710 0.210 0.214 -0.71 0.84 -0.07
C 3.115 -2.605 -0.966 0.45 -1.51 1.65
C 2.256 -2.359 -0.010 0.35 3.89 -1.54
N 3.385 1.852 -0.601 -0.28 -0.56 -0.71
N 3.184 2.355 2.172 -0.44 -0.58 0.27
N 1.835 -0.101 -1.524 0.30 -0.26 0.49
O 0.209 -0.760 0.409 0.60 -0.74 0.88
P 2.892 1.030 -1.943 -0.10 0.78 1.54
P 2.923 1.572 0.929 0.72 -0.27 -1.18
P 1.747 -0.573 0.050 0.43 -0.30 -1.14
H -3.454 2.745 -0.209 -0.56 0.26 -0.64
H -1.227 3.502 0.053 0.56 1.88 0.29
H -3.997 0.310 -0.630 0.42 0.16 0.44
H 0.642 1.849 0.454 -1.29 -0.05 -0.48
H -2.188 -1.216 0.280 -0.20 -1.14 -0.35
H 3.694 -3.509 -0.931 -0.01 -0.43 -0.54
H 3.397 -1.792 -1.520 0.75 1.27 -2.09
H 2.087 -2.953 0.774 -1.01 -2.33 2.82
```
Positions in Å, forces in eV/Å.

LUMO level (alpha / beta) in eV: -1.30 / -1.30
Maximum force in hartree/bohr: 0.0907
HOMO level (alpha / beta) in eV: -8.86 / -8.86

Below is one molecule with the formula C8H8N4O3 at a distorted geometry, with properties calculated with ωB97M-V/def2-TZVPD.

The geometry in XYZ format:
```
23
Properties=species:S:1:pos:R:3:forces:R:3
N 1.304 0.031 2.304 -1.51 -1.60 -2.27
C 0.881 -0.171 1.021 0.96 -1.02 0.50
N 0.105 -1.152 0.795 0.44 1.19 0.99
C -0.482 -1.769 -0.215 -1.14 0.73 0.34
C -1.728 -1.605 -0.721 2.76 -0.97 0.31
C -2.688 -0.642 -0.530 -0.64 2.23 0.89
C -2.663 0.498 0.204 -3.24 -2.48 -4.29
N -3.727 1.439 0.009 -1.41 -0.49 0.29
O -3.912 2.204 0.936 0.23 0.72 0.32
O -4.450 1.401 -0.977 0.44 -0.14 -0.06
C 1.619 0.694 0.065 -0.32 -0.02 -0.17
C 1.878 0.661 -1.253 -2.65 -3.48 -1.21
O 2.473 1.744 -1.630 2.06 1.66 -1.49
C 2.741 2.454 -0.506 -1.49 -2.23 0.93
N 2.209 1.824 0.503 1.34 2.55 1.43
H 0.851 -0.412 3.033 -1.04 -1.06 1.37
H 1.867 0.754 2.500 2.25 3.09 0.68
H -0.053 -2.691 -0.478 1.09 -1.06 -0.61
H -1.776 -2.339 -1.461 -1.45 -1.01 -1.20
H -3.585 -0.825 -1.058 -0.90 0.24 -0.71
H -2.024 0.865 0.833 3.85 1.62 3.42
H 1.575 -0.109 -1.998 0.44 1.06 0.52
H 3.402 3.287 -0.561 -0.05 0.47 -0.01
```
Positions in Å, forces in eV/Å.

SMILES: N/C(=N/C=C\C=C\[N+](=O)[O-])c1cocn1
LUMO level in eV: -0.30
Maximum force in hartree/bohr: 0.1152
HOMO level in eV: -8.26

Below is one molecule with the formula C8H8N4O3 at a distorted geometry, with properties calculated with ωB97M-V/def2-TZVPD.

The geometry in XYZ format:
```
23
Properties=species:S:1:pos:R:3:forces:R:3
H 0.214 1.879 -1.411 0.26 -0.58 -0.50
N 0.413 1.138 -0.745 -0.57 2.92 -0.21
C 0.364 -0.063 -1.002 1.79 -3.75 0.91
N 0.508 -0.802 -2.159 0.09 0.90 0.92
O 0.270 -0.039 -3.298 -0.58 0.77 0.08
C 0.454 -0.968 0.384 0.34 0.48 -0.96
C 1.304 -2.150 0.257 -1.58 2.36 -0.13
N 1.963 -3.023 -0.021 1.60 -2.25 -0.39
C -0.982 -1.338 0.610 -0.46 1.12 1.60
C -1.805 -0.460 1.189 0.47 -0.83 -1.27
C -3.325 -0.558 1.154 2.58 2.03 1.19
O -3.956 -1.518 0.948 -1.42 -2.41 -0.71
O -3.843 0.637 1.371 -1.29 1.01 0.41
N -1.328 0.775 1.518 -0.87 1.36 0.76
C -0.087 1.007 1.549 -0.59 0.50 0.35
C 1.001 0.025 1.444 -3.05 -1.76 -0.64
H 0.271 -1.778 -2.145 -0.43 -0.18 -0.31
H 0.315 -0.567 -4.091 0.28 -0.70 -0.10
H -1.343 -2.297 0.551 -0.58 -2.30 -1.03
H -3.187 1.294 1.703 0.16 -0.74 -0.53
H 0.093 2.002 1.801 1.00 1.58 0.41
H 1.866 0.394 1.048 2.36 1.24 -0.45
H 1.081 -0.377 2.432 0.49 -0.77 0.59
```
Positions in Å, forces in eV/Å.

SMILES: [H]/N=C(\NO)[C@]1(C#N)C=C(C(=O)O)N=CC1
LUMO level in eV: -0.20
Maximum force in hartree/bohr: 0.0828
HOMO level in eV: -8.98

Below is one molecule with the formula C8H8N4S at a distorted geometry, with properties calculated with ωB97M-V/def2-TZVPD.

The geometry in XYZ format:
```
21
Properties=species:S:1:pos:R:3:forces:R:3
C 2.511 1.820 0.707 -0.79 -1.28 -1.59
C 2.971 0.563 0.499 -1.66 3.46 1.10
C 2.763 -0.218 -0.694 0.85 -0.43 -1.35
S 1.750 -1.628 -0.300 3.22 -2.96 0.09
C 0.268 -0.959 -0.134 -1.32 4.08 -1.48
N 0.196 0.343 -0.520 -1.66 1.49 -0.90
C -1.020 0.896 -0.662 1.05 -0.75 2.19
C -2.173 0.185 -0.247 -0.34 0.21 -1.20
C -3.482 0.770 -0.283 -3.17 2.38 1.48
N -4.504 1.345 -0.072 3.50 -2.28 -1.14
C -2.018 -1.160 0.116 2.76 0.88 -0.24
N -2.969 -2.018 0.444 1.64 -1.27 0.39
N -0.718 -1.682 0.180 -4.37 -1.80 1.00
H 2.612 2.225 1.655 0.51 0.79 1.82
H 1.816 2.437 0.078 1.19 -1.02 0.02
H 3.351 0.047 1.358 0.65 -0.24 0.22
H 3.784 -0.549 -0.946 -0.55 -0.64 -0.46
H 2.298 0.259 -1.560 0.37 0.33 0.39
H -1.067 1.995 -0.818 -0.01 -0.97 -0.41
H -2.416 -2.855 0.735 -1.93 0.27 -0.08
H -3.952 -1.818 0.462 0.07 -0.23 0.16
```
Positions in Å, forces in eV/Å.

SMILES: C=CCSc1ncc(C#N)c(N)n1
LUMO level in eV: 0.20
Maximum force in hartree/bohr: 0.0939
HOMO level in eV: -8.84

Below is one molecule with the formula C8H8N4S at a distorted geometry, with properties calculated with ωB97M-V/def2-TZVPD.

The geometry in XYZ format:
```
21
Properties=species:S:1:pos:R:3:forces:R:3
C 0.948 1.875 2.057 0.01 -0.03 -0.05
C -0.364 2.057 1.647 -0.03 0.04 0.12
C 1.864 1.265 1.211 0.07 0.02 0.10
C -0.769 1.633 0.398 0.14 -0.12 -0.27
C 1.477 0.836 -0.042 -0.23 0.03 -0.20
C 0.153 1.022 -0.461 0.55 0.63 1.25
C -0.274 0.550 -1.708 -1.76 -2.62 -0.97
C -0.276 -2.953 0.309 -0.47 0.24 -0.42
N -0.437 0.519 -2.906 0.92 1.20 1.22
N -1.300 -1.313 -1.495 1.95 3.20 -0.12
N -1.134 -0.532 -3.523 -0.14 0.18 -2.25
N -1.520 -1.400 -2.734 -1.08 -1.96 0.76
S -1.866 -2.283 -0.285 -0.07 -0.70 0.50
H 1.258 2.206 3.036 0.02 0.03 0.08
H -1.078 2.524 2.310 -0.04 0.04 0.03
H 2.885 1.123 1.531 0.07 0.00 0.03
H -1.788 1.764 0.068 -0.08 -0.01 0.00
H 2.182 0.357 -0.705 0.03 -0.03 -0.04
H -0.509 -3.566 1.173 0.00 -0.08 0.13
H 0.374 -2.130 0.592 0.06 0.01 0.06
H 0.175 -3.554 -0.474 0.07 -0.07 0.03
```
Positions in Å, forces in eV/Å.

LUMO level (alpha / beta) in eV: -0.42 / -0.42
Maximum force in hartree/bohr: 0.0730
HOMO level (alpha / beta) in eV: -8.25 / -8.25

Below is C8H8NO6Sn as an isolated structure at a distorted geometry, with properties calculated with ωB97M-V/def2-TZVPD.

The geometry in XYZ format:
```
24
Properties=species:S:1:pos:R:3:forces:R:3
O 0.970 -3.061 2.350 -3.49 3.02 -3.26
C 0.281 -2.418 1.682 6.09 -4.42 5.22
Sn -1.079 -1.350 0.484 0.97 0.50 0.23
C -2.457 -0.320 -0.705 -6.17 4.81 -5.52
O -3.251 0.213 -1.359 3.93 -2.88 3.42
C -2.638 -2.987 0.774 -1.34 0.57 -1.16
O -3.666 -2.879 0.147 2.42 -0.73 1.81
C -1.953 -0.534 2.192 -3.30 4.80 8.22
O -2.445 -0.112 3.155 2.23 -2.49 -4.91
C -0.520 -2.498 -1.172 3.55 -4.61 -8.13
O -0.219 -3.162 -2.075 -1.86 3.10 4.78
H -2.171 -3.694 1.510 -1.46 -0.52 -0.39
C 2.464 1.722 0.505 0.10 0.70 -0.69
N 1.507 1.847 -0.610 -3.61 -2.93 -0.32
C 1.581 2.811 -1.649 -0.08 0.90 -1.13
C 0.475 0.999 -0.679 3.94 1.35 2.50
O 0.550 0.168 0.369 -3.83 -2.48 -1.01
H 3.188 2.497 0.342 0.40 0.27 0.09
H 2.949 0.763 0.483 0.16 -0.44 -0.06
H 1.971 1.878 1.447 -0.28 0.06 0.37
H 1.652 2.304 -2.604 0.25 0.09 -0.26
H 0.681 3.413 -1.644 0.00 0.37 -0.01
H 2.438 3.415 -1.481 0.62 0.66 -0.14
H -0.307 0.984 -1.463 0.74 0.31 0.36
```
Positions in Å, forces in eV/Å.

Total charge: +3
LUMO level in eV: -14.15
Maximum force in hartree/bohr: 0.1959
HOMO level in eV: -20.91

Below is one molecule with the formula C8H8OS2 at a distorted geometry, with properties calculated with ωB97M-V/def2-TZVPD.

The geometry in XYZ format:
```
19
Properties=species:S:1:pos:R:3:forces:R:3
C -0.592 -0.978 1.211 1.31 0.88 -1.44
C 0.754 -0.463 0.637 -2.37 0.03 0.19
C 1.778 -1.338 0.396 0.95 0.28 0.11
C 2.964 -0.846 -0.171 0.02 -1.42 0.31
C 3.059 0.472 -0.529 0.16 0.63 -0.59
C 1.977 1.318 -0.343 0.11 0.60 -0.26
C 0.802 0.884 0.229 0.46 -0.56 0.36
C -0.342 1.809 0.482 -0.14 0.36 0.21
H -0.930 -0.301 1.989 -0.17 -0.58 0.57
H -0.523 -2.052 1.367 -0.13 0.13 0.74
H 1.715 -2.376 0.721 -0.06 0.24 -0.21
H 3.762 -1.583 -0.300 -0.03 0.55 -0.16
H 3.907 0.932 -1.041 0.07 -0.57 0.32
H 2.102 2.345 -0.684 -0.28 -0.09 0.14
H -0.161 2.787 0.012 -0.06 -0.35 -0.02
H -0.442 2.024 1.564 -0.20 -0.34 -0.47
O -1.295 -1.527 -1.296 -0.38 0.57 0.84
S -1.888 -0.888 -0.086 0.40 -0.47 -0.85
S -1.954 1.219 -0.209 0.34 0.13 0.20
```
Positions in Å, forces in eV/Å.

LUMO level in eV: 0.66
Maximum force in hartree/bohr: 0.0463
HOMO level in eV: -9.19

Below is C8H9BiI2LaNO6S as an isolated structure at a distorted geometry, with properties calculated with ωB97M-V/def2-TZVPD.

The geometry in XYZ format:
```
29
Properties=species:S:1:pos:R:3:forces:R:3
I 1.752 -3.522 0.229 0.11 -0.22 -0.01
I 3.207 3.255 0.121 0.86 0.52 -0.40
La 0.758 2.036 1.579 0.78 1.25 1.64
Bi 0.106 -1.591 1.612 1.37 0.16 0.19
S 1.350 0.048 -0.263 0.06 -0.93 0.67
C -1.772 -2.099 0.185 -3.73 -3.96 -1.80
C -1.697 -1.799 3.810 -3.04 -0.89 2.69
C 0.743 0.052 -2.056 -0.87 -0.18 -0.92
C 1.528 1.143 -2.781 0.68 0.35 0.60
C -0.750 0.333 -2.036 -0.12 0.20 -0.06
C 1.059 -1.292 -2.685 0.36 -0.12 0.23
C -1.211 1.338 3.364 -7.79 1.36 1.29
C -1.794 2.147 0.917 -6.25 -0.10 -1.49
O -2.395 -1.934 4.704 2.18 0.40 -2.74
O -2.544 -2.854 -0.211 3.04 3.40 1.44
O -2.321 1.400 3.742 5.51 -0.51 -1.36
O -2.935 2.064 0.750 5.04 0.41 0.67
H 1.215 1.183 -3.836 -0.02 -0.09 0.32
H 2.600 0.915 -2.749 -0.15 0.04 -0.22
H 1.389 2.136 -2.335 -0.18 -0.13 -0.20
H -1.129 0.232 -3.064 -0.05 0.05 0.34
H -0.968 1.353 -1.689 0.02 -0.17 -0.17
H -1.285 -0.374 -1.386 0.00 0.10 -0.33
H 0.733 -1.258 -3.731 0.09 -0.13 0.18
H 0.551 -2.118 -2.183 -0.26 -0.05 -0.09
H 2.135 -1.485 -2.654 -0.05 0.00 -0.21
O 0.224 -0.695 4.664 0.71 3.93 -0.38
N 0.292 0.519 4.503 1.53 -3.98 -0.06
O 1.157 0.869 3.477 0.18 -0.72 0.23
```
Positions in Å, forces in eV/Å.

Total charge: +4
LUMO level (alpha / beta) in eV: -17.70 / -16.63
Maximum force in hartree/bohr: 0.1559
HOMO level (alpha / beta) in eV: -23.28 / -23.05

Below is C8H9BrCoI2LuO4S as an isolated structure at a distorted geometry, with properties calculated with ωB97M-V/def2-TZVPD.

The geometry in XYZ format:
```
27
Properties=species:S:1:pos:R:3:forces:R:3
I 4.103 0.092 0.289 0.44 0.98 -0.27
I 4.130 2.587 -0.686 0.36 -0.71 0.38
Lu 0.921 0.300 0.795 2.23 1.49 2.66
Co -1.202 -0.486 -0.455 1.33 0.02 1.20
S 0.606 -0.669 -1.556 0.97 0.43 -1.50
C -2.039 -1.760 -1.288 -4.42 -7.01 -5.33
C -0.866 -1.441 0.973 -0.72 -8.54 7.02
C 0.551 -0.133 -3.488 -0.11 0.14 -2.49
C 1.861 0.582 -3.799 0.57 -0.07 0.85
C -0.629 0.777 -3.753 -0.61 0.03 1.02
C 0.428 -1.459 -4.228 0.10 -0.65 0.78
C -1.383 1.171 1.388 -3.60 4.14 3.51
C -2.115 0.892 -0.895 -6.64 8.43 -3.76
O -1.003 -2.324 1.748 0.83 5.03 -4.07
O -2.562 -2.588 -1.909 2.31 3.77 2.92
O -2.239 1.786 1.881 3.97 -3.19 -2.36
O -2.813 1.792 -1.122 3.08 -3.93 0.94
H 1.859 0.933 -4.848 -0.21 -0.37 0.32
H 2.730 -0.068 -3.648 -0.13 0.04 -0.21
H 1.995 1.484 -3.188 -0.14 0.01 -0.06
H -0.643 1.081 -4.813 0.24 -0.25 0.26
H -0.548 1.696 -3.157 -0.18 -0.03 -0.21
H -1.594 0.275 -3.565 0.29 0.22 -0.13
H 0.372 -1.278 -5.309 0.02 0.15 0.19
H -0.480 -2.010 -3.926 0.35 0.20 -0.28
H 1.312 -2.079 -4.025 -0.28 0.00 -0.24
Br 1.053 0.723 3.294 -0.06 -0.32 -1.13
```
Positions in Å, forces in eV/Å.

Spin multiplicity: 5
Total charge: +4
LUMO level (alpha / beta) in eV: -16.89 / -18.60
Maximum force in hartree/bohr: 0.2211
HOMO level (alpha / beta) in eV: -23.58 / -23.58
⟨S²⟩: 6.046

Below is an isolated ion of composition C8H9BrNO4S and charge -1 at a distorted geometry, with properties calculated with ωB97M-V/def2-TZVPD.

The geometry in XYZ format:
```
24
Properties=species:S:1:pos:R:3:forces:R:3
C 0.560 -2.136 -1.130 0.33 -0.93 -0.20
C 1.827 -0.655 1.548 -0.49 0.12 -0.69
C -0.469 -1.696 -2.176 -0.10 -0.16 -0.05
C 0.017 -0.288 -1.852 -1.37 1.39 0.08
C 1.538 -0.149 0.122 2.08 -0.21 0.54
C -0.758 0.934 0.585 -1.97 0.39 0.05
C -1.404 -0.104 1.429 0.33 -0.28 0.01
C -0.381 2.254 1.157 0.44 0.01 -0.19
N 0.913 -0.823 -0.876 -0.05 -0.03 0.44
O 2.737 -0.073 2.127 0.60 0.25 0.48
O 1.003 -3.188 -0.774 -0.13 -0.05 0.14
O 1.040 -1.540 1.919 -0.01 -0.72 0.23
O -1.013 2.201 -1.710 -0.07 1.07 -0.61
S -1.321 0.908 -1.082 0.99 -1.17 0.01
Br 2.552 1.345 -0.435 0.16 0.04 -0.49
H -0.292 -2.079 -3.179 0.05 0.06 -0.01
H -1.501 -1.882 -1.885 -0.03 -0.04 0.03
H 0.464 0.329 -2.635 0.01 0.01 0.05
H -0.643 -0.816 1.797 -0.19 0.12 -0.07
H -2.131 -0.677 0.853 -0.18 -0.09 0.00
H -1.887 0.330 2.304 -0.17 0.14 0.06
H -0.287 2.179 2.239 0.01 -0.04 0.01
H -1.129 3.011 0.908 -0.13 0.08 0.04
H 0.564 2.616 0.747 -0.14 0.02 0.11
```
Positions in Å, forces in eV/Å.

Spin multiplicity: 3
Total charge: -1
LUMO level (alpha / beta) in eV: 2.93 / 1.85
Maximum force in hartree/bohr: 0.0419
HOMO level (alpha / beta) in eV: -3.09 / -5.19
⟨S²⟩: 2.013